{"formula": "C9H23AlBBrCaCl3F5NO4S", "method": "ωB97M-V/def2-TZVPD", "charge": 1, "e_tot_ha": -6509.05858, "homo_lumo_gap_ev": 3.4028, "mol_weight_da": 600.48, "relative_energy_kj_mol": 218.6, "symbols": ["H", "Cl", "O", "B", "Br", "S", "H", "H", "H", "Cl", "H", "F", "F", "H", "H", "H", "C", "C", "F", "H", "H", "H", "O", "H", "H", "C", "C", "H", "C", "N", "F", "O", "H", "F", "O", "H", "C", "Cl", "H", "H", "H", "Al", "H", "H", "C", "H", "Ca", "H", "C", "C"], "xyz": [[-2.639, -4.533, -2.229], [-0.150, -0.819, -2.645], [-1.605, 0.921, -1.381], [2.550, 4.424, -0.859], [-0.547, -3.582, 0.795], [-2.641, 1.743, -0.847], [-4.268, 0.679, 0.481], [-2.970, 1.112, 3.220], [1.877, 1.188, 1.793], [0.460, 3.561, -2.747], [-2.139, -0.405, 3.472], [2.285, 3.633, 0.290], [1.299, 5.053, -1.252], [-0.458, 0.398, 2.415], [-0.640, 1.582, 0.944], [1.781, -0.964, -0.310], [-2.852, 0.108, 2.831], [-3.288, 1.098, 0.677], [2.969, 3.632, -1.917], [1.872, -1.285, 1.441], [4.037, -1.371, -1.823], [-2.945, -1.870, 1.569], [2.449, -2.572, -1.485], [1.438, 1.393, 0.032], [4.404, -3.127, -1.943], [-0.814, 0.570, 1.365], [3.673, -2.350, -2.181], [-3.399, 1.948, 1.340], [1.980, 0.797, 0.770], [-2.316, -1.316, 0.988], [3.466, 5.401, -0.570], [-3.686, 1.972, -1.766], [-0.321, -0.745, -0.423], [2.285, 0.366, 3.252], [-1.723, -4.320, -2.436], [-0.818, -1.784, 2.366], [-2.319, 0.123, 1.365], [3.899, 0.730, -1.975], [-2.477, -1.554, 0.000], [2.090, -3.422, -1.757], [-1.327, -3.969, -1.630], [-0.342, -2.340, -4.374], [-3.823, -0.373, 2.884], [-2.111, 2.964, -0.543], [1.461, -0.643, 0.673], [3.511, -2.313, -3.260], [0.791, 1.760, 2.929], [3.031, 0.887, 0.538], [-0.889, -1.760, 1.283], [-0.101, -0.625, 0.639]], "mulliken_charge": [0.3054, -0.1959, -0.3489, 0.5133, -0.0340, 0.8960, 0.4368, 0.4964, -0.1536, -0.0118, 0.4233, -0.3088, -0.4021, 0.4626, 1.2635, -0.3302, -1.8000, -1.2401, -0.3250, 0.4425, -0.0062, 0.5172, -0.3582, 0.3516, 0.2794, -2.4673, -0.3568, 0.4558, -1.3125, 0.2278, -0.3004, -0.6442, -1.2907, -0.7652, -0.5635, 0.3385, 0.4691, -0.2102, 0.5286, 0.2456, 0.2284, 0.2494, 0.4801, 0.1728, 0.4545, 0.2847, 1.3605, 0.9226, -1.3533, 2.9722]}



{"formula": "C7H11N", "method": "ωB97M-V/def2-TZVPD", "e_tot_ha": -327.84638, "homo_lumo_gap_ev": 9.8360, "mol_weight_da": 109.17, "smiles": "C1=CCC2(C1)CNC2", "relative_energy_kj_mol": 634.3, "symbols": ["H", "C", "C", "C", "H", "C", "H", "H", "N", "H", "H", "H", "H", "H", "H", "H", "C", "C", "C"], "xyz": [[2.861, 0.830, 0.271], [1.166, -0.438, 1.066], [1.486, 0.378, -0.921], [-1.054, 1.196, 0.100], [-0.147, -2.000, 0.267], [-2.293, 0.430, 0.134], [0.925, -1.418, 1.360], [1.442, -0.353, -1.846], [2.319, -0.234, 0.123], [1.725, 1.578, -0.947], [-0.086, -1.079, -1.503], [1.291, 0.227, 1.919], [-3.257, 0.852, 0.542], [-0.509, 1.715, 1.039], [-2.614, -1.765, -0.205], [-0.897, 2.065, -0.753], [0.091, 0.085, -0.062], [-1.968, -0.892, -0.041], [-0.482, -1.176, -0.546]], "mulliken_charge": [0.3412, -0.6490, -0.7136, -0.4102, 0.1690, -0.3972, 0.2869, 0.1861, -0.5106, 0.3413, 0.4163, 0.2781, 0.3372, 0.2186, 0.3877, 0.1815, 0.7454, -0.4501, -0.7587]}



{"formula": "C22H37CsN5O3STe", "method": "ωB97M-V/def2-TZVPD", "charge": -1, "e_tot_ha": -2046.34593, "homo_lumo_gap_ev": [5.5977, 5.0255], "mol_weight_da": 712.14, "relative_energy_kj_mol": 113.6, "symbols": ["H", "C", "H", "C", "C", "H", "H", "H", "O", "N", "C", "H", "H", "H", "H", "H", "C", "H", "N", "H", "H", "H", "C", "O", "Cs", "S", "C", "H", "C", "H", "H", "C", "H", "H", "H", "H", "H", "H", "C", "N", "H", "C", "O", "C", "C", "C", "C", "H", "C", "H", "C", "C", "N", "C", "H", "H", "N", "C", "H", "Te", "H", "C", "H", "H", "H", "H", "H", "H", "C", "H"], "xyz": [[-0.862, 2.271, 5.210], [-1.988, -2.194, -5.056], [-3.592, -2.459, -1.201], [-1.577, -2.559, 0.845], [2.315, -2.193, -1.447], [-2.594, 0.837, 3.180], [-3.880, -0.705, -1.312], [-2.140, 2.307, 1.845], [-0.257, 1.000, -4.544], [0.967, -0.484, -2.616], [1.719, 3.713, 2.963], [1.733, 0.597, -5.016], [3.504, 2.756, 3.277], [-2.336, -2.520, 1.625], [3.769, -4.405, 0.730], [4.050, -4.254, -3.557], [-1.432, 3.107, 2.068], [0.863, 0.519, -2.595], [-1.269, -0.135, 4.466], [-1.625, -4.012, -3.979], [0.647, 0.837, -6.408], [0.294, 2.573, -0.745], [-3.533, -1.511, -0.668], [-1.863, 0.054, 0.626], [1.121, -0.092, 2.240], [-1.818, -1.161, -0.258], [-0.726, 3.469, 0.771], [-2.024, 3.993, 2.372], [0.878, 1.165, -5.390], [-2.760, -2.615, -5.687], [1.119, 2.226, -5.398], [2.635, -2.820, -0.165], [1.650, 3.653, 1.876], [0.492, 3.629, 4.679], [4.658, -5.303, -1.382], [-0.119, 4.722, 3.438], [-0.576, -2.466, 1.261], [-2.084, -0.228, -5.943], [-0.618, -0.331, -4.407], [-0.598, 2.675, 3.187], [2.169, 4.686, 3.212], [3.658, -3.853, -2.630], [2.123, -2.390, 0.919], [3.511, -3.937, -0.213], [0.014, -1.097, -3.414], [1.494, -1.067, -1.442], [0.334, 3.728, 3.603], [-0.027, 4.292, 0.934], [-1.352, -2.970, -4.098], [-0.686, 0.076, 5.279], [-1.610, -0.864, -5.205], [-2.183, 0.970, 4.185], [-0.010, 2.331, 0.191], [-0.365, -2.436, -3.281], [-1.509, 3.858, 0.105], [-1.636, -3.472, 0.253], [2.519, 2.587, 3.436], [4.002, -4.439, -1.400], [-0.661, 1.551, 0.112], [1.501, 1.086, 6.850], [-3.038, 0.999, 4.875], [2.830, -2.755, -2.644], [2.575, -2.282, -3.587], [1.288, -0.538, -0.524], [-4.104, -1.533, 0.260], [2.387, 2.429, 4.436], [0.123, -3.043, -2.532], [-1.779, -0.986, 4.669], [-1.474, 2.313, 4.307], [-2.234, 3.101, 4.459]], "mulliken_charge": [0.3430, -0.5621, 0.3861, -1.0932, 0.7492, 0.1505, 0.3504, 0.4259, -0.5563, 0.1318, -0.6016, 0.2719, 0.2137, 0.3923, 0.3954, 0.3768, -0.8465, 0.3823, -0.2360, 0.3998, 0.3413, 0.2105, -1.3063, -0.8942, 1.1547, 0.8819, -1.2468, 0.2886, -0.8049, 0.3834, 0.2513, 0.1053, 0.2226, 0.6378, 0.3441, 0.2017, 0.1951, 0.4401, 0.6015, 0.7994, 0.3268, -0.7203, -0.6826, -0.6662, -0.1193, -0.5618, -1.0088, 0.3706, -0.9412, 0.0164, -0.3212, -0.3904, 0.0174, -0.2775, 0.5298, 0.4027, -0.2359, -0.4044, -0.1064, -0.8198, 0.3474, -0.3170, 0.3479, -0.2612, 0.4201, 0.0342, 0.5565, 0.2007, -0.8430, 0.2257]}



{"formula": "C38H107N7O18", "method": "ωB97M-V/def2-TZVPD", "e_tot_ha": -3249.20470, "homo_lumo_gap_ev": 8.7825, "mol_weight_da": 950.31, "symbols": ["H", "H", "H", "H", "H", "H", "H", "C", "H", "O", "H", "H", "C", "H", "H", "H", "H", "C", "H", "H", "C", "H", "C", "C", "H", "H", "H", "H", "C", "O", "H", "N", "N", "C", "O", "O", "H", "H", "H", "H", "N", "H", "H", "H", "N", "H", "C", "H", "H", "H", "C", "H", "H", "H", "H", "H", "H", "H", "C", "C", "O", "H", "C", "C", "H", "O", "H", "H", "O", "H", "C", "H", "H", "C", "C", "H", "H", "H", "H", "N", "H", "H", "H", "C", "C", "H", "O", "H", "H", "C", "H", "H", "C", "H", "C", "H", "C", "C", "H", "H", "H", "H", "C", "C", "H", "O", "H", "H", "H", "O", "H", "H", "H", "H", "H", "H", "O", "H", "C", "H", "O", "H", "O", "H", "C", "H", "H", "H", "H", "N", "O", "H", "H", "H", "C", "H", "H", "H", "C", "H", "O", "O", "H", "H", "H", "C", "H", "O", "C", "H", "H", "O", "H", "N", "H", "C", "H", "H", "H", "C", "C", "C", "H", "H", "C", "C", "H", "H", "H", "H"], "xyz": [[1.275, 6.341, 0.303], [1.994, -4.247, -5.342], [0.132, -6.416, -4.835], [-2.164, 0.767, -3.435], [-0.055, 0.061, -0.904], [6.109, -7.034, -1.785], [-0.042, -4.390, -0.600], [-4.801, -1.763, -2.243], [0.851, 4.041, 3.621], [-2.285, 8.082, 1.524], [-0.071, -0.858, -3.621], [-3.903, -1.946, -0.434], [0.751, -0.510, -0.419], [-4.379, -4.763, -1.300], [6.056, 7.085, -1.163], [-1.627, -0.392, -2.100], [5.399, 6.418, 0.330], [-0.704, -3.761, -1.192], [-6.707, -0.988, -2.004], [4.158, -2.102, 2.782], [5.244, 6.485, -0.754], [5.062, -2.245, -3.421], [0.523, -6.188, -3.840], [0.687, 6.335, -0.615], [-1.693, -3.741, -0.707], [5.738, 0.636, -0.706], [3.127, 6.576, 3.327], [-0.858, 7.281, 6.054], [-5.616, 1.995, 0.027], [3.573, 1.904, 6.687], [4.628, -2.971, -1.801], [1.272, 0.214, 0.729], [-3.621, 1.389, -1.288], [3.060, 7.623, 3.038], [-0.382, 7.275, -0.620], [5.304, 5.188, -1.289], [-1.093, 8.734, 3.028], [2.273, 8.232, 3.493], [-2.203, 2.640, -2.167], [7.136, -3.320, -2.291], [4.071, -3.958, -3.554], [-7.811, -5.968, 0.369], [0.693, 7.616, 5.193], [-3.566, 0.487, -0.817], [5.554, 2.640, -0.044], [-7.805, 0.336, 0.402], [6.470, -6.333, -2.539], [5.125, 1.153, 2.270], [-6.491, -6.878, -1.318], [4.621, 2.694, -1.976], [-2.196, 1.726, -1.579], [0.556, -8.487, -0.113], [4.011, 0.230, 5.614], [3.525, 2.455, -0.537], [0.467, 5.047, 2.219], [-1.012, -4.203, -2.139], [-7.992, -3.218, -0.453], [-7.084, -0.316, 1.870], [-7.382, -5.292, -0.380], [4.800, 0.707, 1.319], [0.477, 5.687, 5.840], [-1.336, 6.924, 3.035], [6.343, -3.926, -2.745], [1.021, 4.164, 2.546], [7.509, -6.523, -2.813], [0.548, -7.565, -0.368], [0.288, 5.199, 6.645], [-4.195, -4.863, -3.028], [1.710, -5.415, -3.726], [-1.076, 6.862, -0.095], [-4.689, -5.343, -2.172], [-0.273, -2.035, 0.797], [3.202, 4.962, 6.626], [0.773, 1.850, 2.485], [-1.227, 7.829, 2.430], [0.306, 0.613, -4.645], [0.766, -3.569, -4.091], [-10.711, -5.170, -1.589], [-9.913, -6.350, -0.582], [-3.714, -1.914, -1.416], [2.786, -2.286, -4.104], [1.202, -2.598, 0.117], [6.757, -4.239, -3.707], [2.766, -3.278, -3.655], [0.351, -1.940, -0.104], [3.244, 8.531, 1.336], [6.120, -5.094, -1.968], [3.620, -0.431, 3.157], [2.069, 4.501, 2.511], [-4.189, -7.536, -3.015], [-1.676, 1.794, -0.619], [2.978, -1.193, 1.753], [0.366, 0.142, -3.658], [6.753, 1.195, 0.630], [1.747, -6.887, -0.079], [5.027, 1.685, 5.302], [-4.182, 2.293, -0.263], [0.210, 7.065, 5.999], [2.487, -3.249, -2.582], [-0.287, 7.682, 1.895], [1.443, 0.040, -3.510], [1.481, -0.554, -1.232], [5.740, 1.221, 0.221], [4.161, 4.434, -0.968], [-0.141, -0.083, 2.274], [-4.173, -6.634, -1.903], [4.018, 8.063, 3.349], [-7.424, 1.406, 1.746], [-0.583, 1.090, 1.009], [-0.303, -2.406, -1.266], [3.911, 2.799, 6.790], [-2.868, -2.212, -1.870], [5.774, 4.775, 5.624], [6.371, 3.065, -0.456], [-6.326, -5.796, -3.423], [2.293, -7.372, 0.732], [-4.808, -1.972, -3.445], [1.283, 6.480, -1.515], [-7.070, 0.532, 1.190], [3.368, 1.608, 4.642], [4.971, -0.693, 1.554], [-0.238, -6.037, -3.079], [2.976, 7.654, 1.623], [-11.397, -5.429, -0.009], [0.243, 0.704, 1.625], [-5.637, -0.706, -0.706], [4.293, 6.996, -0.925], [3.280, 4.312, 4.973], [0.379, 5.289, -0.746], [-5.861, -1.247, -1.530], [5.056, 4.314, 6.059], [-3.581, 2.319, 0.654], [1.922, 0.892, 0.362], [-5.863, 2.830, 0.705], [4.427, 2.930, -0.918], [3.276, 4.655, -1.574], [3.795, 4.664, 0.045], [0.717, 7.474, 6.881], [1.686, -4.127, -4.292], [1.810, 1.666, 2.775], [-9.646, -4.417, 0.055], [-0.289, 1.002, -2.750], [3.776, 1.087, 1.241], [-4.158, 3.280, -0.734], [-6.535, -4.820, 0.149], [-6.188, -5.282, -2.466], [0.127, 1.861, 3.369], [-5.769, 0.761, 0.701], [5.039, -3.149, -2.805], [3.841, -4.740, -2.946], [-8.647, -4.230, -1.725], [0.672, 3.064, 1.756], [-3.804, -8.473, -2.626], [-7.035, -6.051, -1.539], [5.869, -6.587, -3.422], [-1.640, 0.633, -2.480], [1.481, -5.871, 0.226], [-3.458, -7.101, -3.711], [-3.004, 8.567, 1.928], [4.016, 1.306, 5.468], [-10.452, -5.399, -0.546], [3.889, -1.136, 2.361], [-6.320, 2.050, -0.808], [0.986, -7.159, -3.631], [-8.446, -4.188, -0.648], [3.808, 4.909, 5.717], [3.957, 5.962, 5.468], [2.435, -6.716, -0.914], [-5.149, -7.566, -3.532], [-6.421, -4.223, -2.569]], "mulliken_charge": [-0.0717, 0.4443, 0.3461, 0.7047, -0.6097, 0.2755, -0.0459, 0.4373, 0.3554, -0.5532, 0.3165, 0.2488, 0.2306, -0.0283, 0.3198, -0.2144, 0.2788, -0.8612, 0.3111, 0.3875, -0.6327, 0.3673, -0.7980, -0.0968, 0.4269, 0.3470, -0.1101, 0.2892, -0.6451, -0.6173, 0.2544, 1.2045, -0.2243, -0.3715, -0.5809, -0.4269, 0.3486, 0.2600, 0.4229, 0.4117, -0.3919, 0.5408, -0.0096, 0.0105, -0.2898, 0.3220, -0.7751, 0.0986, 0.3382, 0.3304, -0.1120, 0.2721, 0.3327, -0.0236, -0.1394, 0.2654, 0.0641, 0.2696, -0.5201, 0.7521, -0.3559, 0.2549, -0.7779, -0.4047, 0.3184, -0.4729, 0.2473, 0.4185, -0.2489, 0.2819, 0.2375, 0.3906, 0.2767, -0.5120, -0.3824, 0.3981, 0.3654, 0.2713, 0.2900, 0.0006, 0.3932, 0.3338, 0.3937, -0.5134, -0.9000, 0.2171, -0.3480, -0.1020, 0.0071, -0.6868, -0.4033, -0.1711, -0.8471, 0.3819, -0.3729, 0.2750, -0.4628, -0.4562, 0.2469, 0.0651, 0.1795, 0.1494, -0.8221, -0.5280, 0.4360, -0.4952, 0.4371, 0.3373, -0.4067, 0.2650, 0.3730, -0.3915, 0.3152, 0.2866, 0.3332, 0.3847, -0.6860, 0.3081, -0.8255, -0.2293, -0.4054, 0.2122, -0.4002, 0.2758, 0.0536, 0.0219, 0.2367, 0.1837, 0.1319, -0.0339, -0.6298, 0.1939, -0.5620, 0.4782, -0.0883, 0.4061, 0.1068, 0.3334, -0.7651, 0.0016, -0.4575, -0.3527, -0.5816, 0.4542, 0.2761, -1.2621, 0.5712, -0.3864, -0.3113, 0.3111, 0.3866, -0.1540, 0.2781, -0.2271, 0.3230, -0.0723, 0.0505, 0.2636, 0.2905, -0.0434, -0.6916, 0.0499, 0.2978, 0.3197, -0.2662, -0.5595, 0.4063, 0.1517, 0.3118, 0.3690]}